Here is a molecular structure, C40H55Cl2MnN10O4S2Sb in a non-equilibrium geometry from the OMol25 dataset. Energies are from ωB97M-V/def2-TZVPD.

Summary:
Net charge: +1
Frontier orbital gap (spin up / spin down) in eV: 5.2 / 6.7
Spin multiplicity: 5
LUMO level (spin up / spin down) in hartree: -0.1569 / -0.1016
Expectation value of S²: 6.073

Each line ends with the Mulliken spin population.
CARTESIAN COORDINATES (ANGSTROEM)
Mn: -1.1844 -0.1309 -0.6743  4.013
N: -1.3712 -0.4288 6.9158  0.001
C: -2.0255 -0.4072 5.7151  0.001
C: -1.6075 0.4652 4.6998  -0.001
C: -2.2771 0.4976 3.4972  0.005
C: -3.3876 -0.3115 3.2987  0.003
C: -3.8186 -1.1758 4.2911  -0.001
C: -3.1462 -1.2181 5.4918  0.000
S: -4.0238 -0.3800 1.6576  -0.007
O: -4.9064 -1.4942 1.4440  0.000
O: -4.5423 0.9101 1.2843  -0.001
N: -2.7041 -0.5889 0.6402  0.069
C: -2.0352 -1.7582 0.7439  -0.055
N: -2.2249 -2.6032 1.7614  -0.005
C: -1.5081 -3.7054 1.7762  0.004
C: -0.6002 -4.0346 0.7691  -0.003
C: -0.4748 -3.1326 -0.2581  0.018
N: -1.1891 -2.0073 -0.2987  -0.065
H: -0.4604 -0.0103 6.9546  0.000
H: -1.5320 -1.1947 7.5445  0.000
H: -0.7378 1.0912 4.8564  0.000
H: -1.9333 1.1315 2.6923  0.006
H: -4.6708 -1.8144 4.1018  0.000
H: -3.4754 -1.8954 6.2700  0.000
H: -1.6712 -4.3530 2.6319  0.000
H: -0.0222 -4.9435 0.7903  0.001
H: 0.1850 -3.3135 -1.0938  0.001
Cl: 2.9990 -4.5978 0.6419  0.000
C: 3.1786 -4.7235 2.3594  0.000
C: 3.2694 -5.9857 2.9225  0.000
C: 3.3519 -6.1274 4.2960  0.000
C: 3.3092 -5.0107 5.1134  0.000
C: 3.2174 -3.7557 4.5403  0.000
Cl: 3.1750 -2.3636 5.5637  0.000
C: 3.1792 -3.5643 3.1524  0.000
N: 3.1099 -2.2660 2.6371  0.000
C: 3.9462 -1.7484 1.6628  -0.001
C: 5.1253 -2.4120 1.3023  0.000
C: 5.9635 -1.9039 0.3300  0.000
C: 5.6517 -0.7128 -0.3051  0.000
C: 4.5206 -0.0182 0.0869  -0.003
C: 3.6718 -0.4967 1.0787  0.002
C: 2.4910 0.3528 1.4936  0.003
C: 1.1613 -0.2855 1.0750  -0.018
O: 0.5195 -0.9573 1.8830  -0.004
O: 0.8340 -0.0846 -0.1549  -0.007
H: 3.2575 -6.8554 2.2808  0.000
H: 3.4362 -7.1117 4.7343  0.000
H: 3.3572 -5.1082 6.1885  0.000
H: 2.2765 -1.7449 2.8773  0.000
H: 5.3857 -3.3376 1.7966  0.000
H: 6.8646 -2.4408 0.0655  0.000
H: 6.2932 -0.3150 -1.0798  0.000
H: 4.2936 0.9387 -0.3694  0.001
H: 2.5799 1.3230 1.0052  0.000
H: 2.4638 0.5052 2.5756  -0.001
C: 2.0245 -2.7748 -3.3210  0.001
C: 1.2444 -1.8191 -4.2153  0.007
Sb: 0.3833 -0.1347 -3.1228  -0.026
C: 2.3247 0.8057 -2.7717  -0.001
C: 3.0135 1.4352 -3.9748  0.002
C: -0.3153 0.9972 -4.8618  0.006
C: 0.2808 0.5709 -6.1976  0.000
H: 2.4933 -3.5589 -3.9170  0.000
H: 1.3674 -3.2601 -2.6030  0.001
H: 2.8091 -2.2580 -2.7664  0.000
H: 0.4255 -2.3365 -4.7154  0.000
H: 1.8963 -1.3883 -4.9742  0.000
H: 2.9465 0.0168 -2.3453  -0.001
H: 2.1679 1.5438 -1.9823  0.001
H: 3.2185 0.6899 -4.7435  0.000
H: 3.9700 1.8639 -3.6695  0.000
H: 2.4111 2.2301 -4.4165  0.000
H: -0.1101 2.0513 -4.6636  0.000
H: -1.3985 0.8670 -4.8747  0.000
H: 1.3635 0.6876 -6.2121  0.000
H: -0.1327 1.1868 -6.9982  0.000
H: 0.0420 -0.4679 -6.4219  0.000
C: -1.3612 6.4037 -0.0965  0.001
C: -0.7958 5.3101 0.8053  -0.002
N: -0.4662 4.0838 0.0784  0.005
C: 0.7650 4.1144 -0.7089  -0.002
C: 0.5135 4.1537 -2.2172  0.000
C: -1.2383 2.9848 0.1139  0.044
C: -2.5599 3.0600 0.8044  0.010
N: -0.8700 1.8725 -0.4578  -0.069
H: -1.7391 7.2234 0.5132  0.000
H: -2.1819 6.0170 -0.7021  0.000
H: -0.6002 6.8084 -0.7638  0.000
H: -1.5032 5.0823 1.5964  0.001
H: 0.1217 5.6617 1.2802  0.000
H: 1.3934 3.2540 -0.4527  -0.001
H: 1.3159 5.0075 -0.4204  0.000
H: -0.0407 3.2755 -2.5536  0.002
H: 1.4655 4.1899 -2.7470  0.000
H: -0.0604 5.0401 -2.4853  0.000
H: -3.1532 3.8912 0.4231  0.002
H: -2.4438 3.1935 1.8804  0.001
H: -3.1161 2.1416 0.6518  -0.002
H: 0.0623 1.9550 -0.8529  -0.020
C: -4.2183 3.1579 -3.9026  0.002
C: -3.8642 2.8655 -2.4393  0.002
C: -3.8062 1.4010 -2.1709  0.046
N: -2.7315 0.6847 -2.2253  -0.016
N: -2.9366 -0.6483 -2.0457  0.021
C: -4.1848 -0.9417 -1.7923  0.016
N: -4.6543 -2.1903 -1.5962  0.010
S: -5.2207 0.4537 -1.8154  0.009
H: -4.2175 4.2340 -4.0701  0.000
H: -5.2113 2.7809 -4.1450  0.000
H: -3.4939 2.6976 -4.5733  0.000
H: -4.6162 3.3120 -1.7860  0.000
H: -2.8879 3.2942 -2.2056  0.000
H: -3.9485 -2.8826 -1.3892  -0.002
H: -5.4782 -2.2766 -1.0198  -0.001

Here is a single C13H14N2O4S molecule in a non-equilibrium geometry from the OMol25 dataset. Energies are from ωB97M-V/def2-TZVPD.

Summary:
Structure (SMILES): CCOC(=O)/C=C1\SCC(=O)N1CC(=O)c1ccc[nH]1
Frontier orbital gap in eV: 9.0
LUMO level in hartree: 0.0150

Each line ends with the Löwdin charge.
CARTESIAN COORDINATES (ANGSTROEM)
C: -3.0792 0.8843 4.3277  -0.062
C: -3.8074 0.8335 2.9920  -0.219
H: -4.1113 1.8413 2.6899  0.121
H: -4.6811 0.1800 3.0430  0.122
O: -2.9887 0.2695 1.9678  0.001
C: -2.0779 1.0790 1.4164  -0.527
O: -1.9513 2.2612 1.7127  -0.056
C: -1.2604 0.4526 0.4155  0.000
C: -0.3166 1.2427 -0.1516  -0.464
N: 0.5608 0.8835 -1.1423  -0.037
C: 1.4446 1.8344 -1.5885  -0.476
O: 2.2497 1.6264 -2.4646  0.094
C: 1.2385 3.1306 -0.8623  -0.304
H: 2.1413 3.3968 -0.3127  0.094
H: 1.0153 3.9337 -1.5637  0.092
S: -0.1548 2.9069 0.3095  1.101
C: 0.6626 -0.4686 -1.6296  -0.052
C: 1.2783 -1.3896 -0.5607  -0.326
O: 1.6133 -0.9531 0.5183  0.119
C: 1.4209 -2.7744 -0.9458  -0.209
C: 1.8846 -3.8299 -0.1698  -0.006
C: 1.8484 -4.9810 -0.9587  -0.076
C: 1.3697 -4.6102 -2.1951  -0.105
N: 1.1100 -3.2870 -2.1801  0.075
H: 0.7731 -2.7569 -2.9661  0.153
H: 1.2010 -5.2047 -3.0718  0.114
H: 2.1386 -5.9689 -0.6631  0.097
H: 2.2035 -3.7476 0.8493  0.115
H: 1.3297 -0.4261 -2.4985  0.135
H: -0.3242 -0.8342 -1.9294  0.140
H: -1.3996 -0.5888 0.1945  0.117
H: -2.7336 -0.1086 4.6054  0.078
H: -3.7515 1.2564 5.0955  0.076
H: -2.2226 1.5497 4.2553  0.074

Here is a single C6H6F2N2O2 molecule in a non-equilibrium geometry from the OMol25 dataset. Energies are from ωB97M-V/def2-TZVPD.

Summary:
Structure (SMILES): N/C(F)=C\[C@@H]1C=C(F)C=[N+]([O-])O1
Frontier orbital gap in eV: 9.3
LUMO level in hartree: 0.0175

Each line ends with the Löwdin charge.
CARTESIAN COORDINATES (ANGSTROEM)
C: 0.2053 0.2363 -1.4333  -0.277
C: 0.4167 -1.1877 -0.9219  0.014
C: -0.8309 1.0207 -0.7663  -0.012
C: 0.8446 -1.3103 0.2770  -0.287
C: 1.1432 -0.1186 1.0290  0.015
C: -1.6428 0.7179 0.2327  -0.347
N: -1.7122 -0.4408 0.9752  0.178
N: 1.6274 0.9127 0.3820  -0.258
O: 2.1571 1.8983 0.7681  0.092
O: 1.4578 0.8181 -1.0519  -0.004
F: 1.3544 -2.4880 0.8181  0.047
F: -2.3657 1.6790 0.8535  0.078
H: 0.3093 0.3148 -2.5667  0.183
H: 0.2876 -2.0780 -1.5171  0.131
H: -0.6794 1.9514 -1.2883  0.132
H: 1.3653 -0.2587 2.1226  0.170
H: -2.4989 -0.4853 1.5967  0.120
H: -1.4389 -1.1820 0.4905  0.026

Here is a single C4H4O2 molecule in a non-equilibrium geometry from the OMol25 dataset. Energies are from ωB97M-V/def2-TZVPD.

Summary:
Structure (SMILES): C=C[C@@H]1OC1=O
Frontier orbital gap in eV: 11.1
LUMO level in hartree: 0.0344

Each line ends with the Löwdin charge.
CARTESIAN COORDINATES (ANGSTROEM)
C: 1.6486 -0.0130 0.1026  -0.476
C: -1.2689 -0.8699 -0.1926  0.010
C: -0.7752 0.3591 -0.2550  -0.142
C: 0.4795 0.7579 0.4469  -0.158
O: 2.3471 -0.9308 0.0103  0.193
O: 1.5327 1.1861 -0.4591  0.140
H: -2.3807 -1.0633 -0.4447  0.091
H: -0.6690 -1.7308 0.2865  0.100
H: -1.3352 1.1210 -0.8607  0.125
H: 0.4211 1.1837 1.3657  0.116

Looking at energy above the lowest of the compared OMol25 structures with the same formula, charge and spin for the records above, in order, we have 5.47 20.32 23.45 45.51 kcal/mol.
Looking at total energy for the records above, in order, we have -150033.3109 -35714.0530 -18823.4936 -8305.1036 eV.